Below is a molecular structure, C34H53BrFN3NbO16 at a distorted geometry, with properties calculated with the ωB97M-V functional and the def2-TZVPD basis.

**DFT total energy**: -147639.82507 eV
**Charge**: -1
**LUMO**: 0.0616 Eh
**Multiplicity**: 1
**HOMO-LUMO gap**: 6.6 eV

Last column: Löwdin charge in e.
Geometry (Å):
C 5.018764 0.159862 4.928339  -0.03
C 4.098781 -0.902769 4.043335  -0.26
O 3.604288 -2.022703 4.613732  -0.03
O 3.782118 -0.660945 2.597787  -0.07
C 2.570330 0.164370 2.556802  -0.40
O 2.019911 0.462556 3.767530  -0.13
C 1.879650 0.792543 1.171149  -0.27
Nb 0.899773 -0.862248 -0.135707  1.63
Br 0.568139 -2.144159 2.210388  0.14
C -1.047559 0.303568 0.164656  -0.37
C -0.951669 1.909978 -0.290828  -0.26
C -1.571882 2.822344 0.966830  -0.11
C -3.039208 3.474778 0.637985  -0.26
O -3.473576 3.911770 -0.546775  -0.03
O -3.957020 3.638097 1.814278  -0.08
C 1.181930 0.302389 -2.066413  -0.27
C 2.004622 -0.420271 -3.262541  -0.28
O 1.984933 -1.692158 -3.653126  -0.03
F 2.884850 0.485285 -4.095890  -0.10
C -0.140890 -2.541037 -1.318855  -0.32
C -1.658701 -2.929807 -0.884190  -0.42
C -2.086080 -4.164886 -1.941134  -0.09
O -1.845470 -3.523867 0.437577  -0.26
C -3.249414 -3.613199 0.849572  -0.19
C -3.956897 -2.139675 1.169425  -0.10
C -3.639923 -1.211243 2.483381  -0.01
C -4.434456 0.257483 2.552831  -0.06
C -5.465364 0.771776 1.368613  -0.08
C -5.800339 -0.187678 0.062072  -0.07
C -5.024957 -1.629018 -0.012515  -0.04
C 2.825102 -2.041538 -0.334399  -0.33
C 4.167244 -1.327291 -0.840413  -0.62
N 5.291261 -1.698329 0.155473  0.01
N 4.216775 0.157471 -0.974483  0.05
N 4.612416 -2.046942 -2.133285  0.02
H 4.575266 1.230177 4.748237  0.09
H 4.896149 -0.072200 6.084833  0.10
H 6.165384 0.128001 4.636159  0.09
H 2.590914 1.495808 0.572587  0.04
H 1.025932 1.509152 1.603289  0.06
H -1.315367 0.190999 1.322740  0.03
H -1.972947 -0.108976 -0.416342  0.04
H 0.147623 2.286939 -0.420646  0.06
H -1.603164 2.148743 -1.233027  0.11
H -1.576788 2.250304 1.987495  0.11
H -0.828571 3.744544 1.117280  0.13
H -3.748503 4.504446 2.293087  0.10
H 0.133933 0.644900 -2.524318  0.09
H 1.746653 1.311267 -1.801000  0.05
H -0.249714 -2.100490 -2.424436  0.08
H 0.505567 -3.514687 -1.366802  0.06
H -2.450664 -2.081250 -1.161915  0.12
H -2.324729 -5.158433 -1.324893  0.09
H -1.170043 -4.400220 -2.660943  0.07
H -2.988255 -3.834795 -2.611773  0.07
H -3.255203 -4.201438 1.888655  0.14
H -3.949301 -4.220829 0.136082  0.12
H -2.878590 -1.586756 3.288838  0.09
H -4.220057 0.965850 3.460438  0.07
H -6.004987 1.821547 1.387069  0.08
H -6.516646 0.120549 -0.820070  0.08
H -5.217679 -2.325731 -0.961207  0.09
H 3.064103 -2.558117 0.715672  0.04
H 2.605267 -2.965027 -1.059704  0.06
H 5.395126 -2.740947 0.181402  0.08
H 6.129867 -1.225715 -0.246866  0.06
H 4.722314 0.650175 -0.205728  0.08
H 4.570247 0.505827 -1.890905  0.06
H 4.597022 -1.396097 -2.946944  0.05
H 5.581549 -2.433712 -1.985526  0.07
C -4.152368 6.093396 7.072809  -0.02
C -3.146285 5.401241 6.173591  -0.34
C -1.720633 5.748986 6.480561  -0.12
O -1.080601 5.536471 5.235026  0.07
C -2.031879 5.772053 4.277515  -0.50
O -1.795350 5.899904 3.086797  0.13
O -3.275015 5.851403 4.833596  0.08
H -5.122640 6.187749 6.574834  0.09
H -4.284274 5.539127 8.006990  0.09
H -3.827949 7.108062 7.328267  0.08
H -3.315048 4.317445 6.179966  0.17
H -1.286190 5.112093 7.255291  0.15
H -1.578162 6.799370 6.759029  0.14
C 4.967155 6.136633 -3.004714  -0.02
C 5.000934 4.621242 -2.956511  -0.34
C 4.079554 4.027724 -1.933556  -0.11
O 4.703734 2.789782 -1.643626  0.02
C 6.043050 2.983813 -1.857728  -0.50
O 6.917630 2.209375 -1.503529  0.13
O 6.267477 4.159546 -2.512092  0.09
H 5.908695 6.537014 -3.393954  0.09
H 4.144002 6.486988 -3.634776  0.09
H 4.830197 6.565004 -2.005818  0.09
H 4.825831 4.206327 -3.956672  0.16
H 3.066617 3.873429 -2.313991  0.15
H 4.028729 4.606565 -1.004304  0.14
C -2.875007 -8.957775 -5.774363  -0.02
C -2.931478 -7.452085 -5.946355  -0.35
C -1.844011 -6.718914 -5.220050  -0.11
O -2.427473 -5.446746 -5.002514  0.05
C -3.778505 -5.660435 -4.923104  -0.51
O -4.585374 -4.834956 -4.526054  0.12
O -4.098922 -6.919266 -5.339739  0.08
H -3.864886 -9.404789 -5.910841  0.09
H -2.180611 -9.404967 -6.492097  0.09
H -2.539869 -9.232504 -4.768251  0.09
H -2.960372 -7.193238 -7.011860  0.16
H -0.926378 -6.631190 -5.807276  0.15
H -1.603509 -7.152193 -4.242514  0.14

Forces on atoms 1 to 6 (eV/Å):
C -0.5966 0.0614 -0.3548
C -2.8910 -5.4703 3.1996
O 3.6942 7.4354 -3.9505
O -1.8886 1.8817 2.4845
C -2.2599 2.2765 4.9647
O 3.3871 -1.6825 -6.9014



Below is a molecular structure, C32H80GaNO18PS at a distorted geometry, with properties calculated with the ωB97M-V functional and the def2-TZVPD basis.

**DFT total energy**: -145317.73755 eV
**Charge**: -1
**LUMO**: 0.0795 Eh
**Multiplicity**: 1
**HOMO-LUMO gap**: 7.2 eV

Last column: Löwdin charge in e.
Geometry (Å):
C 5.982750 -1.983244 1.774168  -0.05
C 4.716626 -1.686721 0.722301  -0.34
O 4.701630 -2.219214 -0.522163  -0.13
N 3.618367 -0.786933 1.268741  -0.10
Ga 2.040430 -0.763922 0.139495  0.21
P 0.160625 -1.819307 1.141934  0.24
O 0.415101 -3.564245 1.344696  -0.38
O -0.129402 -1.093155 2.730873  -0.38
S -1.355645 -1.437781 -0.080189  0.11
C 4.135170 0.618797 1.509538  -0.36
C 4.420704 1.742322 0.319090  -0.06
O 4.429056 0.973156 2.787377  -0.10
H 6.953205 -1.394908 1.481431  0.08
H 5.656956 -1.592523 2.844992  0.08
H 6.216199 -3.133206 1.785156  0.08
H 2.230217 -1.418109 -1.305898  -0.07
H 1.602900 0.788314 -0.023932  -0.05
H 0.520904 -3.973926 0.414381  0.05
H -0.238110 -0.098998 2.590015  0.04
H 3.928514 2.798927 0.565069  0.09
H 4.030893 1.349298 -0.712475  0.06
H 5.600736 1.916818 0.341461  0.10
C 3.645887 5.835551 -3.447685  -0.10
O 3.061827 5.086860 -4.508222  -0.22
C 3.516894 3.728756 -4.525660  -0.18
C 2.462388 2.783871 -3.944267  -0.18
O 2.283742 3.005980 -2.541842  -0.20
C 1.101080 3.746241 -2.260099  -0.10
H 3.111210 6.785160 -3.363450  0.09
H 3.573424 5.310428 -2.492012  0.09
H 4.695157 6.044264 -3.676118  0.09
H 4.471001 3.629187 -3.994624  0.12
H 3.686161 3.465223 -5.574720  0.12
H 2.812755 1.751926 -4.061133  0.13
H 1.510345 2.879242 -4.480622  0.10
H 0.222336 3.112787 -2.416116  0.09
H 1.026131 4.643392 -2.881323  0.07
H 1.129344 4.052534 -1.210981  0.08
C -1.458962 3.352774 -6.888060  -0.11
O -1.089954 4.570507 -6.249812  -0.19
C 0.327898 4.774275 -6.252671  -0.20
C 0.739228 5.790056 -7.321225  -0.18
O 0.523477 5.273481 -8.638284  -0.20
C -0.647233 5.811891 -9.242940  -0.12
H -2.542113 3.357089 -7.034679  0.09
H -0.977165 3.242975 -7.862807  0.08
H -1.196203 2.505200 -6.248305  0.09
H 0.859193 3.824503 -6.386435  0.12
H 0.592331 5.172354 -5.267666  0.11
H 1.814006 5.983207 -7.227052  0.12
H 0.212371 6.742060 -7.182412  0.13
H -0.470941 6.854067 -9.526816  0.08
H -1.512839 5.750581 -8.577068  0.08
H -0.863411 5.235329 -10.146325  0.09
C 5.753610 4.798746 2.867374  -0.11
O 4.845254 5.357318 1.924353  -0.21
C 3.762463 6.046945 2.559818  -0.19
C 3.967042 7.563062 2.511355  -0.20
O 5.075019 7.963157 3.323976  -0.20
C 6.234340 8.251251 2.550003  -0.11
H 6.648232 4.473227 2.330327  0.09
H 6.050081 5.527146 3.626224  0.08
H 5.298603 3.928051 3.348591  0.09
H 3.629546 5.699938 3.591395  0.13
H 2.855533 5.795662 2.000388  0.12
H 3.076701 8.051029 2.924280  0.12
H 4.092998 7.910108 1.478469  0.12
H 6.098634 9.198750 2.019318  0.08
H 6.452991 7.453641 1.834163  0.08
H 7.085137 8.349930 3.229464  0.09
C 1.169794 -5.915229 -1.540636  -0.12
O 0.467584 -4.856169 -2.182271  -0.21
C 1.153551 -4.379822 -3.346049  -0.19
C 0.509169 -4.915722 -4.626827  -0.19
O 0.692796 -6.329864 -4.747351  -0.20
C -0.482898 -7.056594 -4.407257  -0.12
H 0.506962 -6.364916 -0.796884  0.09
H 1.472329 -6.689956 -2.249570  0.08
H 2.051220 -5.518095 -1.028696  0.09
H 2.218954 -4.635525 -3.304048  0.13
H 1.068553 -3.288331 -3.338833  0.12
H 1.005556 -4.455555 -5.488901  0.12
H -0.554978 -4.653460 -4.671189  0.12
H -1.229911 -6.942910 -5.198992  0.08
H -0.901974 -6.726700 -3.452290  0.08
H -0.220525 -8.114619 -4.323563  0.09
C -3.840582 -1.342224 2.950349  -0.12
O -4.424641 -2.090916 1.889812  -0.21
C -3.969574 -3.449019 1.872374  -0.20
C -5.024080 -4.393905 2.453767  -0.20
O -5.202727 -4.171796 3.856192  -0.20
C -6.385389 -3.431534 4.137935  -0.12
H -4.375259 -0.392615 3.034583  0.09
H -3.913044 -1.867347 3.906021  0.08
H -2.791312 -1.133511 2.721916  0.05
H -3.015468 -3.548589 2.403410  0.13
H -3.800308 -3.712552 0.823313  0.12
H -4.673713 -5.425849 2.336901  0.11
H -5.976124 -4.298533 1.917412  0.12
H -7.264133 -4.064988 3.981918  0.08
H -6.460337 -2.534383 3.516710  0.08
H -6.357125 -3.125241 5.187052  0.09
C -7.367450 -10.744234 3.712412  -0.12
O -6.998442 -9.526501 4.350660  -0.20
C -5.580589 -9.322733 4.347801  -0.19
C -5.169260 -8.306952 3.279248  -0.19
O -5.385011 -8.823527 1.962189  -0.19
C -6.555721 -8.285117 1.357533  -0.11
H -8.450601 -10.739919 3.565793  0.09
H -6.885653 -10.854033 2.737666  0.08
H -7.104690 -11.591808 4.352168  0.08
H -5.049295 -10.272505 4.214037  0.12
H -5.316157 -8.924654 5.332807  0.12
H -4.094481 -8.113801 3.373420  0.13
H -5.696117 -7.354948 3.418061  0.12
H -6.379429 -7.242941 1.073656  0.08
H -7.421327 -8.346427 2.023405  0.08
H -6.771899 -8.861679 0.454148  0.09
C -0.077652 3.527668 2.732026  -0.10
O -0.527262 2.381355 3.446323  -0.20
C -0.144254 2.419590 4.826062  -0.18
C -1.322579 2.820380 5.716975  -0.19
O -1.705107 4.180632 5.490195  -0.20
C -2.878195 4.284120 4.690689  -0.11
H -0.570218 3.538606 1.756326  0.09
H -0.323912 4.454780 3.255605  0.08
H 1.003544 3.466652 2.577101  0.08
H 0.709679 3.090732 4.976396  0.13
H 0.172122 1.406518 5.094798  0.13
H -1.010956 2.747781 6.765281  0.12
H -2.173864 2.144257 5.570923  0.12
H -3.753000 3.987049 5.277427  0.08
H -2.810432 3.668694 3.788981  0.08
H -2.997533 5.328283 4.389453  0.09

Forces on atoms 1 to 6 (eV/Å):
C -0.7848 0.4197 0.1739
C 0.2662 -0.9590 -3.9499
O 0.0462 2.8217 7.6517
N 3.8217 0.7259 -1.6023
Ga -0.5418 0.4817 -1.2036
P -0.2122 -0.1185 0.2884



Below is C20H25N3O5S in the gas phase at a distorted geometry, with properties calculated with the ωB97M-V functional and the def2-TZVPD basis.

**DFT total energy**: -46669.93265 eV
**LUMO**: 0.0133 Eh
**Multiplicity**: 1
**Relative energy (zero: lowest compared OMol25 entry of this formula, charge and spin)**: 20.143 eV
**HOMO-LUMO gap**: 9.1 eV
**SMILES**: O=C(CN(C(=O)CNS(=O)(=O)c1ccccc1)C1CCCC1)NCc1ccco1

Last column: natural (NBO) charge in e.
Geometry (Å):
O 2.940192 1.206788 0.449045  -0.62
C 2.250028 0.083353 0.438698  0.63
N 1.501191 -0.358682 1.584031  -0.59
H 1.129656 -1.217846 1.492202  0.43
C 1.533830 0.390238 2.572913  -0.26
C 2.122177 -0.035487 3.964974  0.33
C 3.441930 0.093390 4.483643  -0.32
C 3.254010 -0.985469 5.692169  -0.29
C 1.993924 -1.396644 5.832265  0.04
O 1.216212 -0.834452 4.720889  -0.47
H 1.411341 -1.919838 6.726357  0.24
H 4.090992 -1.191786 6.469028  0.23
H 4.223077 0.347163 3.914956  0.22
H 1.876461 1.496772 2.606812  0.27
H 0.391380 0.535980 2.846912  0.19
C 2.461752 -0.830455 -0.586621  -0.31
N 1.171392 -0.971751 -1.460277  -0.40
C 0.213840 -1.685510 -0.716856  0.71
O 0.233381 -2.513291 0.299506  -0.69
C -1.291488 -1.669586 -1.162028  -0.36
N -2.138114 -2.051269 -0.098766  -0.73
S -2.158481 -0.426457 1.005730  2.19
O -2.624055 -0.881215 2.272822  -0.89
O -0.975482 0.371878 0.736632  -0.88
C -3.662408 0.041127 0.144872  -0.29
C -3.393453 1.401099 -0.776167  -0.22
C -4.274497 2.053541 -1.532120  -0.24
C -5.786390 1.499573 -1.104136  -0.11
C -5.807228 0.544677 -0.369159  -0.32
C -4.840175 -0.111051 0.188857  -0.10
H -5.053566 -1.110378 0.938010  0.20
H -6.864247 -0.053864 -0.296758  0.22
H -6.535725 2.056034 -1.681289  0.22
H -4.105479 2.887621 -2.092254  0.22
H -2.232882 1.767924 -0.876673  0.22
H -2.005586 -2.709680 0.618413  0.41
H -1.608233 -1.000699 -1.739002  0.21
H -1.437164 -2.341608 -1.878285  0.23
C 0.858072 -0.219709 -2.450632  -0.03
H -0.040045 -0.519619 -2.755442  0.20
C 1.969118 -0.163257 -3.642414  -0.36
H 2.842935 -0.815430 -3.060456  0.17
C 2.637005 1.102536 -3.744410  -0.44
C 2.246032 1.899237 -2.603844  -0.36
H 2.109219 2.839652 -2.619326  0.21
H 2.740743 1.721458 -1.853266  0.20
C 0.763661 1.335170 -2.280706  -0.43
H 0.495789 1.479492 -1.288834  0.21
H -0.097141 1.613938 -2.721029  0.20
H 3.678576 1.108074 -3.787721  0.23
H 2.015658 1.474972 -4.636392  0.20
H 1.533398 -0.794467 -4.479079  0.23
H 2.964481 -0.720081 -1.396949  0.23
H 2.620386 -1.822108 -0.308843  0.24

Forces on atoms 1 to 6 (eV/Å):
O -3.3219 -4.4108 0.0830
C 3.0190 5.7076 4.9445
N 5.8076 -0.5678 -11.3679
H -1.8820 -3.5711 0.0884
C -3.7495 8.1851 12.4535
C 1.3233 -1.2682 0.1690



Below is C3H4N4O in the gas phase at a distorted geometry, with properties calculated with the ωB97M-V functional and the def2-TZVPD basis.

**DFT total energy**: -11178.96105 eV
**LUMO**: 0.0118 Eh
**Multiplicity**: 1
**Relative energy (zero: lowest compared OMol25 entry of this formula, charge and spin)**: 5.008 eV
**HOMO-LUMO gap**: 9.2 eV
**SMILES**: [H]/N=c1/nn[nH]cc1O

Last column: natural (NBO) charge in e.
Geometry (Å):
C -0.612291 0.197337 -0.055393  0.14
C 0.497519 0.844606 -0.148123  -0.03
C -0.570345 -1.178010 -0.049845  0.31
H -1.496208 2.052431 0.454801  0.49
H 0.435973 1.961212 -0.174470  0.19
H 2.814828 0.798570 -0.441267  0.46
H -2.398964 -1.543304 -0.266288  0.35
N 1.829711 0.419481 -0.134520  -0.45
N 1.878298 -0.924014 0.283945  0.01
N 0.878530 -1.717128 0.372616  -0.16
N -1.545679 -1.951560 -0.190976  -0.61
O -1.711372 1.040383 0.349519  -0.70

Forces on atoms 1 to 6 (eV/Å):
C -1.6046 3.8692 1.8808
C 4.6574 5.3967 -1.3323
C 0.3267 -2.4653 0.9666
H 0.0219 -3.2915 -0.5368
H 0.1045 -0.9127 0.0617
H -3.3057 -0.7240 0.9026